Computed, not measured: C69H78N4O8SSr as an isolated structure in a non-equilibrium geometry, with ωB97M-V with the def2-TZVPD basis set.

The total charge is -2. For the orbital gap, the calculation gives 6.4 eV. The HOMO energy comes out at -0.1052 hartree. The electronic energy comes out at -106836.574 eV.

The geometry in XYZ format:
```
161
Properties=species:S:1:pos:R:3:forces:R:3:mulliken_charge:R:1
Sr 1.33191 0.62859 0.29911 -0.90 0.05 0.43 3.778
C -2.06815 -0.59450 -0.26308 -0.84 -0.01 0.03 -0.517
O -0.65684 -0.66786 -0.31833 -0.38 -0.72 -0.37 1.271
C -0.17276 -1.78718 -0.96406 0.05 -0.56 -0.48 0.024
C 0.16710 -2.92589 -0.22523 -0.10 -0.11 0.12 0.721
C 0.19407 -2.96706 1.28299 0.03 0.10 0.18 -0.400
C -0.81923 -2.18050 2.05928 0.13 -0.15 0.03 0.166
C -2.03520 -2.74171 2.38602 0.02 0.05 0.10 -0.704
C -3.00759 -2.06331 3.11993 -0.14 0.06 -0.03 0.266
C -2.67917 -0.77863 3.53197 -0.11 -0.22 0.00 -0.553
C -1.46449 -0.19011 3.23466 0.46 0.11 0.10 0.783
C -1.17874 1.23244 3.66563 0.06 -0.25 -0.11 -1.879
C -1.84467 2.14666 2.67567 0.28 0.11 -0.03 0.943
C -3.20020 2.42351 2.81644 0.07 0.13 -0.12 -0.831
C -3.90703 3.14551 1.86795 0.00 -0.08 0.04 -0.243
C -3.20970 3.58246 0.74873 0.14 -0.06 0.15 -1.106
C -1.85667 3.32260 0.56720 0.21 0.07 0.12 0.855
C -1.19520 3.70494 -0.72704 0.09 -0.23 -0.18 -0.482
C -1.53115 2.63691 -1.74616 0.48 0.03 0.02 0.307
C -2.74693 2.65256 -2.40149 -0.05 -0.15 -0.20 -0.796
C -3.12326 1.66002 -3.29626 -0.11 -0.01 0.06 -0.001
C -2.20893 0.62909 -3.51314 0.02 0.13 0.05 -0.585
C -0.98018 0.58330 -2.88602 0.15 -0.01 -0.02 0.024
C 0.00628 -0.50783 -3.20179 -0.01 0.27 0.10 -0.672
C 0.08473 -1.74612 -2.33591 -0.10 0.16 0.09 0.689
C 0.63173 -2.86825 -2.95241 -0.02 -0.17 0.14 -1.021
C 0.94099 -4.02317 -2.25593 0.03 0.08 -0.09 0.819
C 0.69584 -4.02591 -0.88883 -0.11 0.14 0.02 -0.875
C 1.61933 -5.21975 -2.90884 0.08 -0.15 -0.07 2.092
C 0.82390 -6.49842 -2.61642 0.11 0.16 -0.02 -1.844
C 3.03865 -5.34367 -2.33450 -0.13 -0.03 -0.09 -1.401
C 1.74011 -5.07375 -4.42765 -0.02 -0.01 0.27 -2.203
C -0.58982 1.59888 -1.96767 -0.66 0.31 -0.71 -0.698
O 0.55434 1.57392 -1.38163 -1.04 1.50 -2.90 -1.107
C -4.47084 1.64626 -4.00286 -0.13 -0.03 -0.08 2.254
C -4.25677 1.63069 -5.52268 -0.07 0.00 0.18 -1.883
C -5.24657 0.38831 -3.58592 0.05 0.16 -0.08 -1.703
C -5.33157 2.86552 -3.66038 0.17 -0.22 -0.06 -1.846
C -1.16248 2.61324 1.55039 -0.62 0.17 0.12 -0.705
O 0.19290 2.36528 1.40446 -1.35 1.08 0.68 1.019
C 0.99475 3.27291 2.13761 0.43 0.56 0.28 -0.578
C -5.39918 3.42710 1.99385 -0.21 0.09 0.02 2.403
C -5.64244 4.94178 1.98303 0.04 -0.17 0.00 -1.907
C -6.13502 2.79197 0.80539 0.07 0.08 0.17 -1.576
C -6.00675 2.86613 3.28451 0.14 0.08 -0.23 -2.045
C -0.47278 -0.86080 2.46855 -0.84 -0.46 0.72 -0.352
O 0.65762 -0.33002 2.18611 -0.22 -0.72 1.50 -0.959
C -4.34611 -2.73053 3.40990 -0.12 -0.10 0.04 2.446
C -4.11781 -3.99448 4.25036 -0.07 0.13 -0.09 -1.923
C -5.01622 -3.12617 2.08525 0.05 0.03 0.17 -1.727
C -5.31593 -1.82275 4.17260 0.19 -0.14 -0.13 -2.180
H -2.48187 -1.39412 0.36352 0.13 0.15 -0.09 0.033
H -2.31527 0.37134 0.17927 -0.02 0.00 -0.01 -0.201
H -2.50735 -0.65002 -1.26636 0.14 0.05 0.14 0.391
H 0.17662 -4.01737 1.59705 -0.01 0.08 -0.02 0.856
H 1.16944 -2.55732 1.56077 -0.17 -0.19 -0.04 -1.508
H -2.22844 -3.75085 2.03847 -0.01 -0.11 -0.04 0.460
H -3.38640 -0.20431 4.11332 -0.10 0.08 0.07 0.336
H -1.56824 1.41654 4.67213 0.05 0.02 -0.07 0.846
H -0.09761 1.36346 3.64975 -0.04 0.04 0.14 0.328
H -3.70065 2.03994 3.69021 -0.05 -0.05 0.14 0.444
H -3.72160 4.13792 -0.02318 -0.07 0.07 -0.11 0.456
H -1.57128 4.67465 -1.06226 0.07 0.02 0.03 1.025
H -0.10994 3.73188 -0.61468 -0.06 0.18 0.00 -0.794
H -3.41116 3.48014 -2.20287 -0.12 0.12 0.03 0.509
H -2.46445 -0.17877 -4.19115 0.02 -0.06 -0.08 0.507
H -0.14104 -0.83497 -4.23703 0.06 0.03 0.10 0.802
H 1.00538 -0.06366 -3.13287 -0.03 -0.04 -0.21 -0.992
H 0.85420 -2.78961 -4.00389 0.02 0.02 -0.15 0.444
H 0.96640 -4.88751 -0.29203 0.03 -0.07 0.09 0.397
H 0.76056 -6.68583 -1.54824 -0.05 -0.05 0.12 0.285
H -0.18696 -6.40570 -3.00883 -0.13 -0.02 -0.02 0.392
H 1.30123 -7.35727 -3.08778 0.06 -0.11 -0.04 0.469
H 3.01475 -5.52038 -1.26167 0.00 -0.01 0.14 0.163
H 3.57383 -6.16813 -2.80790 0.05 -0.09 -0.03 0.536
H 3.58917 -4.42269 -2.51743 0.10 0.09 0.01 0.220
H 0.76138 -4.96136 -4.88772 -0.12 0.06 -0.10 0.408
H 2.35383 -4.21458 -4.68146 0.07 0.14 -0.13 0.349
H 2.21160 -5.96443 -4.84156 0.05 -0.09 -0.04 0.461
H -3.66392 0.77091 -5.82160 0.06 -0.10 -0.08 0.308
H -5.21388 1.59026 -6.04372 -0.11 -0.01 -0.10 0.481
H -3.72568 2.52842 -5.83155 0.06 0.10 -0.07 0.384
H -4.71443 -0.50992 -3.88650 0.05 -0.15 -0.01 0.340
H -5.36593 0.36658 -2.50498 -0.02 -0.03 0.14 0.256
H -6.23518 0.37427 -4.04580 -0.14 -0.03 -0.08 0.499
H -4.82131 3.78696 -3.92915 0.03 0.17 0.00 0.402
H -6.26966 2.81983 -4.21316 -0.09 -0.01 -0.06 0.464
H -5.56718 2.88711 -2.59948 -0.03 0.07 0.16 0.121
H 0.63196 3.40024 3.16444 -0.03 -0.10 -0.15 0.500
H 1.99721 2.85397 2.15501 0.04 0.07 0.05 -0.209
H 1.02315 4.25496 1.64709 -0.01 -0.15 0.03 0.063
H -5.23825 5.39596 1.08386 0.05 0.11 -0.13 0.272
H -6.71132 5.15063 2.02363 -0.12 0.05 0.01 0.486
H -5.16265 5.40443 2.84235 0.06 0.10 0.09 0.424
H -5.76203 3.17953 -0.13842 0.04 0.03 -0.14 0.230
H -5.99388 1.71366 0.80849 0.02 -0.15 -0.04 0.302
H -7.20209 3.00590 0.86895 -0.13 0.00 -0.02 0.508
H -5.51964 3.28722 4.16137 0.04 0.00 0.13 0.440
H -7.06509 3.12176 3.32924 -0.09 0.03 -0.01 0.455
H -5.92300 1.78293 3.31713 0.04 -0.16 0.07 0.189
H -3.46729 -4.68808 3.72568 0.10 -0.13 -0.03 0.320
H -3.64641 -3.73759 5.19640 0.07 0.02 0.12 0.374
H -5.06401 -4.49534 4.45699 -0.12 -0.10 0.03 0.493
H -4.39431 -3.82204 1.53015 0.07 -0.09 -0.12 0.312
H -5.98098 -3.60092 2.26571 -0.14 -0.07 0.03 0.515
H -5.17374 -2.24706 1.46469 -0.01 0.12 -0.09 0.290
H -4.89970 -1.51810 5.12975 0.04 0.09 0.13 0.405
H -5.55073 -0.93541 3.59011 -0.03 0.19 -0.04 0.295
H -6.24710 -2.35597 4.36676 -0.07 -0.06 -0.01 0.463
O 4.98806 8.15522 1.36739 -0.15 0.45 -0.35 -0.741
C 5.09161 7.03369 1.88868 -0.24 -0.37 -0.21 0.391
O 5.64641 6.70807 2.94472 0.26 -0.36 0.47 -0.720
C 4.41427 5.87128 1.08806 0.06 0.28 0.05 -0.219
C 3.52201 6.17041 0.06316 0.09 0.02 0.04 -0.795
C 2.96019 5.13736 -0.66315 -0.13 0.12 -0.11 -0.572
N 3.20184 3.85357 -0.42846 -0.08 -0.43 0.13 0.232
C 4.05049 3.55671 0.55679 0.17 0.22 0.03 0.955
C 4.68124 4.52895 1.32649 0.01 0.04 0.00 -0.522
C 4.32296 2.08701 0.81991 0.67 0.35 0.18 -0.799
O 5.46661 1.73825 1.10389 0.11 0.24 0.08 -0.721
O 3.31294 1.31886 0.74766 2.12 1.42 0.10 -1.331
H 3.31003 7.20833 -0.15285 0.01 0.03 -0.02 0.460
H 2.28294 5.32770 -1.49061 -0.06 0.12 -0.01 0.441
H 5.38037 4.23942 2.09621 0.04 0.03 0.08 0.669
C 4.91214 2.79702 -3.04113 0.06 0.64 0.05 -0.212
N 4.66212 1.41429 -3.32798 0.00 -0.38 -0.03 0.446
C 5.43500 0.57390 -4.07800 0.17 -0.19 -0.16 -0.671
C 4.78432 -0.62691 -4.08742 0.15 0.08 -0.06 -0.628
N 3.63677 -0.53653 -3.36538 -0.48 -0.34 0.15 0.001
C 3.59400 0.69599 -2.92095 -0.05 -0.05 -0.03 -0.866
H 5.97119 2.94721 -2.82408 -0.09 -0.01 0.06 0.321
H 4.31607 3.09199 -2.17437 0.10 -0.02 -0.11 -0.337
H 4.63164 3.42602 -3.89303 0.04 -0.06 0.09 0.302
H 6.36337 0.87740 -4.52027 0.13 0.15 -0.04 0.481
H 5.07552 -1.55126 -4.55055 0.12 -0.09 -0.13 0.411
H 2.82325 1.10644 -2.29617 -0.20 0.25 0.11 0.552
N 2.60251 -1.26124 -0.00874 0.55 -1.24 -0.83 -0.169
S 3.36683 -1.01820 1.32416 2.04 -2.68 0.98 1.198
C 3.43744 -2.65760 2.18930 -0.26 0.46 0.25 -0.740
C 3.69133 -3.85767 1.54683 -0.03 0.14 -0.21 -0.195
C 3.65921 -5.04489 2.25703 0.06 -0.04 -0.15 -0.635
C 3.37939 -5.03552 3.61395 0.02 -0.06 0.16 -0.535
C 3.13333 -3.83561 4.26026 0.05 -0.19 0.10 -0.836
C 3.16003 -2.65018 3.54757 0.00 0.17 -0.13 0.216
C 5.13318 -1.10774 0.92116 0.03 0.28 -0.05 0.413
C 5.51885 -0.80685 -0.37068 -0.31 0.04 -0.06 0.512
C 6.86105 -0.75432 -0.69759 0.18 -0.09 -0.05 -0.413
C 7.81572 -1.02256 0.26836 0.11 0.07 -0.07 -0.675
C 7.42420 -1.35602 1.55437 0.01 -0.03 0.12 -0.811
C 6.08149 -1.39413 1.88548 -0.03 0.02 0.15 -0.473
H 2.96620 -2.00568 -0.58883 0.19 -0.15 -0.06 -0.168
H 3.90863 -3.86259 0.48726 0.02 0.00 -0.13 0.453
H 3.85965 -5.98140 1.75209 0.00 -0.02 -0.04 0.427
H 3.36478 -5.96408 4.16897 -0.04 -0.04 0.02 0.376
H 2.92039 -3.82675 5.31960 -0.05 0.02 0.08 0.415
H 2.95512 -1.71047 4.03796 -0.10 0.14 0.05 0.505
H 4.75360 -0.57429 -1.09580 -0.01 0.00 -0.11 -0.540
H 7.16550 -0.48927 -1.70230 -0.07 0.01 -0.02 0.421
H 8.86848 -0.94226 0.02932 0.03 -0.07 -0.03 0.345
H 8.17008 -1.57664 2.30614 0.02 0.02 0.06 0.355
H 5.76874 -1.62867 2.89318 0.06 -0.03 0.09 0.462
```
Positions in Å, forces in eV/Å.